Entry 1:
Entry from the OMol25 dataset: a molecular structure, C5H10O2 at a distorted geometry (ωB97M-V/def2-TZVPD).

Atoms and positions in Å:
O: 1.01 -0.01 1.67
O: -0.63 1.92 -0.55
C: -0.95 -0.97 0.98
C: 1.75 -0.22 0.49
C: -1.48 1.01 -1.23
C: -0.45 0.50 -0.34
C: 0.89 0.00 -0.79
H: -1.33 -1.49 0.12
H: -1.37 0.92 -2.32
H: -1.68 -0.57 1.68
H: 0.70 -0.93 -1.33
H: 1.41 0.68 -1.49
H: 0.26 0.55 1.38
H: 2.16 -1.24 0.51
H: -2.52 1.06 -0.89
H: 2.57 0.50 0.54
H: -0.34 -1.71 1.57

- Kohn-Sham gap (eV) = 9.74
- energy relative to the best compared isomer or geometry (same formula, charge and spin) (kcal/mol) = 138.0
- multiplicity = 1
- E (Ha) = -346.80547
- F_max (eV Å⁻¹) = 1.7
- HOMO (eV) = -9.04

Entry 2:
Entry from the OMol25 dataset: C5H10O2 in the gas phase (ωB97M-V/def2-TZVPD).

Atoms and positions in Å:
O: 2.16 0.11 1.29
O: -1.95 -0.78 -1.14
C: 1.57 -0.55 0.18
C: -0.60 -1.12 -0.91
C: -1.47 1.61 0.61
C: -0.29 1.12 0.23
C: 0.06 -0.35 0.25
H: 0.00 -0.99 -1.83
H: 3.12 0.06 1.18
H: -1.69 2.67 0.56
H: 1.93 -0.13 -0.77
H: -0.31 -0.77 1.20
H: -0.60 -2.19 -0.68
H: 1.80 -1.63 0.18
H: -1.98 0.18 -1.22
H: 0.48 1.80 -0.14
H: -2.25 0.97 1.00

- Kohn-Sham gap (eV) = 10.71
- energy relative to the best compared isomer or geometry (same formula, charge and spin) (kcal/mol) = 47.6
- multiplicity = 1
- E (Ha) = -346.94958
- F_max (eV Å⁻¹) = 0.4
- HOMO (eV) = -9.87

Entry 3:
Entry from the OMol25 dataset: 2 unconnected molecules or ions with the total composition C5H10O2 at a distorted geometry (ωB97M-V/def2-TZVPD).

Atoms and positions in Å:
O: -0.50 -1.43 -1.95
O: 2.19 -1.46 2.05
C: 0.13 2.83 -0.02
C: -0.53 -0.78 -0.73
C: -1.01 -1.37 0.42
C: -0.35 0.57 -0.60
C: -0.78 1.64 0.25
H: 0.09 3.17 -1.03
H: 1.16 2.47 0.03
H: 0.38 -1.23 -2.41
H: -1.99 -1.78 0.49
H: -1.68 1.56 0.91
H: 1.60 -1.18 2.82
H: 0.18 0.92 -1.56
H: 0.05 3.59 0.78
H: 2.69 -0.61 1.84
H: -0.69 -1.06 1.39

- Kohn-Sham gap (eV) = 7.55
- energy relative to the best compared isomer or geometry (same formula, charge and spin) (kcal/mol) = 119.3
- multiplicity = 1
- E (Ha) = -346.83529
- F_max (eV Å⁻¹) = 5.2
- HOMO (eV) = -7.64

Entry 4:
Entry from the OMol25 dataset: 2 unconnected molecules or ions with the total composition C5H10O2 at a distorted geometry (ωB97M-V/def2-TZVPD).

Atoms and positions in Å:
O: 0.09 -2.49 -2.12
O: -0.36 0.73 2.10
C: -0.06 0.93 -0.25
C: 2.11 0.33 0.34
C: -2.13 -0.08 0.75
C: -0.68 0.46 0.83
C: 1.33 1.12 -0.41
H: -0.47 -1.75 -2.39
H: 1.73 1.57 -1.31
H: -2.33 0.14 -0.26
H: 3.11 0.25 0.16
H: 0.58 1.08 2.13
H: -2.86 0.48 1.44
H: 0.85 -2.14 -1.68
H: 1.81 -0.38 1.12
H: -2.09 -1.13 0.81
H: -0.63 0.90 -1.27

- Kohn-Sham gap (eV) = 8.80
- energy relative to the best compared isomer or geometry (same formula, charge and spin) (kcal/mol) = 72.7
- multiplicity = 1
- E (Ha) = -346.90955
- F_max (eV Å⁻¹) = 4.0
- HOMO (eV) = -8.19

Entry 5:
Entry from the OMol25 dataset: C5H10O2 in the gas phase (ωB97M-V/def2-TZVPD).

Atoms and positions in Å:
O: 0.03 1.46 -0.41
O: 0.73 0.04 1.77
C: 1.33 -1.60 -0.05
C: 0.42 -1.09 1.03
C: -0.09 0.28 -1.20
C: -1.19 1.84 0.20
C: -0.03 -1.02 -0.42
H: -1.96 2.05 -0.56
H: -0.08 -1.83 1.65
H: 2.19 -0.98 -0.28
H: -0.79 -1.74 -0.70
H: 1.50 -2.67 -0.15
H: -1.56 1.06 0.89
H: -1.04 0.33 -1.76
H: 0.73 0.34 -1.92
H: 0.80 0.78 1.14
H: -0.99 2.75 0.77

- Kohn-Sham gap (eV) = 10.32
- energy relative to the best compared isomer or geometry (same formula, charge and spin) (kcal/mol) = 61.5
- multiplicity = 1
- E (Ha) = -346.92749
- F_max (eV Å⁻¹) = 0.3
- HOMO (eV) = -9.31

Entry 6:
Entry from the OMol25 dataset: C5H10O2 in the gas phase (ωB97M-V/def2-TZVPD).

Atoms and positions in Å:
O: -1.35 -0.40 1.69
O: -0.09 0.89 -0.83
C: 0.17 -0.50 -0.78
C: -0.01 -0.80 1.78
C: -0.79 1.25 -1.99
C: 0.82 -0.89 0.54
C: 1.12 0.16 1.59
H: 2.02 0.04 2.18
H: 1.52 -1.71 0.46
H: 0.86 1.19 1.35
H: -1.81 0.84 -1.98
H: -0.83 2.34 -2.02
H: 0.81 -0.80 -1.63
H: -0.79 -1.05 -0.89
H: -1.46 0.11 0.89
H: -0.28 0.89 -2.90
H: 0.09 -1.58 2.53

- Kohn-Sham gap (eV) = 10.20
- energy relative to the best compared isomer or geometry (same formula, charge and spin) (kcal/mol) = 60.7
- multiplicity = 1
- E (Ha) = -346.92875
- F_max (eV Å⁻¹) = 0.4
- HOMO (eV) = -9.28